1.
Below is a structure of composition C4H6Br4NP, with properties calculated with wB97M-V/def2-TZVPD.

The total energy comes out at -295192.5323 eV. As for the frontier orbital gap: 0.3190 hartree. The calculation puts the energy relative to the best compared isomer or geometry (same formula, charge and spin) at 54.6 kcal/mol. For the highest occupied orbital energy, the calculation gives -9.6 eV.

Last column: natural (NBO) charge in e.
Cartesian coordinates (Å):
C: -0.87669 -0.42498 -0.03415  -0.099
C: 0.16710 -0.75166 -0.74681  0.087
C: -1.78834 -1.41201 0.67332  -0.621
C: -1.22465 1.08718 0.11392  -0.630
N: 1.33488 0.61142 -1.52110  -1.041
P: 2.38867 0.78401 -0.44585  1.277
Br: 1.01246 -2.43243 -1.05015  0.116
Br: 4.08257 1.80605 -1.38876  -0.117
Br: 3.47814 -0.78307 0.65745  -0.128
Br: 1.77769 2.17312 1.28835  -0.220
H: -1.74965 -1.30814 1.73009  0.232
H: -2.82860 -1.15764 0.25770  0.225
H: -1.44533 -2.40632 0.36790  0.229
H: -2.34099 1.03598 -0.08259  0.205
H: -1.07264 1.68061 0.99056  0.242
H: -0.91459 1.49789 -0.80987  0.244

---

2.
Below is the molecule C4H8O2, with properties calculated with wB97M-V/def2-TZVPD.

The total energy comes out at -8370.9481 eV. As for the frontier orbital gap: 0.3961 hartree. Its SMILES is C[C@H](O)CC=O. The calculation puts the energy relative to the best compared isomer or geometry (same formula, charge and spin) at 53.8 kcal/mol. For the highest occupied orbital energy, the calculation gives -9.9 eV.

Last column: natural (NBO) charge in e.
Cartesian coordinates (Å):
O: -1.27694 -0.86204 1.50456  -0.697
C: -0.47797 0.04499 0.77005  0.106
C: 1.01093 -0.38059 0.61231  -0.681
C: 0.38483 0.84426 -1.26512  0.445
O: 1.05385 0.35936 -2.15456  -0.559
C: -0.90145 0.28403 -0.69244  -0.532
H: -1.26642 -1.72241 1.06480  0.463
H: -0.58584 0.97508 1.34378  0.185
H: 1.06144 -1.46362 0.58005  0.220
H: 1.67459 0.05802 1.35388  0.226
H: 0.72894 1.74453 -0.70121  0.114
H: 1.45064 -0.19789 -0.39524  0.259
H: -1.12790 -0.66939 -1.18151  0.218
H: -1.72870 0.98567 -0.83937  0.233

---

3.
Below is a structure of composition C36H38ClF3N4O2PPt, with properties calculated with wB97M-V/def2-TZVPD.

Its net charge is +3. The total energy comes out at -81183.6580 eV. As for the frontier orbital gap (alpha / beta): 0.2938 / 0.2071 hartree. As for the spin multiplicity: 5. For the highest occupied orbital energy (alpha / beta), the calculation gives -15.9 / -16.6 eV.

Last column: Löwdin spin population.
Cartesian coordinates (Å):
Pt: 1.36222 -0.95703 -1.35185  1.432
O: 2.27012 1.80874 -0.43223  0.024
N: 2.13279 1.15050 -1.64060  0.171
C: 2.51473 1.84602 -2.59663  0.018
C: 2.59526 1.40832 -3.97509  0.009
C: 3.28796 2.30951 -4.77845  0.000
C: 3.58164 2.00560 -6.11557  0.015
C: 3.32205 0.72147 -6.57887  -0.002
C: 2.65259 -0.17243 -5.77273  0.018
C: 2.20673 0.14326 -4.49121  0.036
P: 1.08011 -1.04482 -3.68593  0.258
C: -0.59218 -0.57353 -3.72749  0.052
C: -1.46500 -1.50878 -3.19952  0.042
C: -2.73646 -1.16662 -2.91353  -0.002
C: -3.16745 0.15811 -3.15148  0.068
C: -2.29102 1.10718 -3.74491  0.001
C: -0.98364 0.73142 -4.02569  0.040
C: 1.35684 -2.63483 -4.40204  0.047
C: 2.57728 -3.31134 -4.18582  0.024
C: 2.82003 -4.42204 -4.94706  0.000
C: 1.90540 -4.93405 -5.84420  0.021
C: 0.71951 -4.27840 -5.99029  0.003
C: 0.44862 -3.11153 -5.32046  0.017
H: 2.66770 1.17364 0.13429  0.002
H: 2.89694 2.86900 -2.44842  0.006
H: 3.64506 3.27545 -4.40418  0.000
H: 4.13293 2.67745 -6.76280  0.001
H: 3.60423 0.44142 -7.54630  0.000
H: 2.49888 -1.18804 -6.22636  0.001
H: -1.16299 -2.51562 -3.04965  0.002
H: -3.41613 -1.91323 -2.58990  -0.001
H: -4.17734 0.51880 -2.97413  0.003
H: -2.68050 2.07679 -4.04546  -0.001
H: -0.28021 1.44323 -4.40669  0.001
H: 3.34047 -2.79757 -3.58485  0.004
H: 3.75267 -4.94101 -4.81845  0.000
H: 2.18335 -5.73264 -6.48529  0.001
H: 0.05398 -4.58119 -6.77588  0.000
H: -0.42225 -2.54744 -5.52702  0.000
F: 3.62610 -2.44452 -0.20128  0.075
C: 2.58817 -1.75648 0.17010  0.265
F: 3.13716 -0.60707 0.75490  0.055
F: 1.90674 -2.34405 1.13197  0.076
C: 0.27439 0.23453 3.72117  0.001
C: -0.50310 -0.96063 4.30330  0.000
C: -0.18090 -0.96406 5.77956  0.000
C: 0.05162 -2.22284 3.68681  0.000
C: -2.01104 -0.78968 4.04364  0.001
O: -2.76349 -1.81803 4.63653  0.000
C: -2.59452 0.52496 4.65594  0.003
C: -2.52247 1.77536 3.85275  0.048
C: -2.00957 3.07839 4.42260  0.221
C: -1.65589 3.26586 5.79950  0.044
C: -1.16165 4.49406 6.19527  0.078
C: -0.95758 5.52613 5.24108  0.227
Cl: -0.39449 7.00171 5.75869  0.209
C: -1.36475 5.37427 3.90179  0.069
C: -1.90641 4.14136 3.52198  0.062
C: -2.51408 -1.18220 2.61422  0.002
N: -1.76558 -0.68027 1.40558  0.008
C: -1.00647 -1.35869 0.59400  0.024
N: -0.40733 -0.50200 -0.24103  0.162
C: -0.89459 0.75061 0.14006  0.012
N: -1.74226 0.67975 1.07198  0.009
H: 1.32331 0.12545 3.92585  0.000
H: -0.07572 1.16835 4.17503  0.001
H: 0.20148 0.28261 2.63033  0.000
H: 0.88698 -0.98334 6.03530  0.000
H: -0.59917 -1.88833 6.24196  0.000
H: -0.59887 -0.08654 6.25352  0.000
H: 1.10071 -2.30325 4.02571  0.000
H: 0.06785 -2.20406 2.62597  0.000
H: -0.44888 -3.11847 4.05144  0.000
H: -2.67571 -1.84804 5.60718  0.000
H: -2.06965 0.65148 5.59207  0.000
H: -3.59288 0.24894 4.94262  0.001
H: -3.55609 2.03853 3.54248  0.022
H: -2.05691 1.62551 2.90586  0.012
H: -1.76184 2.46611 6.52226  0.000
H: -0.92732 4.65377 7.24340  0.000
H: -1.10255 6.19438 3.18851  0.000
H: -2.21854 3.95709 2.49391  0.000
H: -3.51739 -0.81117 2.45654  0.000
H: -2.49358 -2.23963 2.52276  0.000
H: -0.71255 -2.36452 0.78940  0.002
H: -0.63560 1.68490 -0.35043  0.000

---

4.
Below is the ion C2H7N4 with charge +1, with properties calculated with wB97M-V/def2-TZVPD.

Its net charge is +1. The total energy comes out at -8138.2243 eV. As for the frontier orbital gap: 0.3625 hartree. Its SMILES is NC1=N[NH2+]CN1. The calculation puts the energy relative to the best compared isomer or geometry (same formula, charge and spin) at 92.8 kcal/mol. For the highest occupied orbital energy, the calculation gives -13.1 eV.

Last column: natural (NBO) charge in e.
Cartesian coordinates (Å):
C: 0.57704 -0.27124 -0.71535  0.614
C: -0.47519 -0.03287 1.29786  -0.051
N: -0.65528 0.80747 -0.98326  -0.447
N: 0.72025 -0.44543 0.64685  -0.593
N: 1.28372 -0.59967 -1.80238  -0.738
N: -1.04552 1.07289 0.37587  -0.410
H: -1.24387 -0.92263 1.53217  0.228
H: -0.18958 0.22809 2.27831  0.236
H: 1.13537 -1.34014 0.84832  0.431
H: 0.89959 -0.37714 -2.72033  0.449
H: 1.78555 -1.47411 -1.82981  0.419
H: -2.07270 1.27017 0.39060  0.450
H: -0.71937 2.08461 0.68114  0.413

---

5.
Below is a cluster of 2 separate species, C4H5O3 in total, with properties calculated with wB97M-V/def2-TZVPD.

The total energy comes out at -10363.0657 eV. As for the frontier orbital gap (alpha / beta): 0.2672 / 0.3152 hartree. As for the spin multiplicity: 4. The calculation puts the energy relative to the best compared isomer or geometry (same formula, charge and spin) at 22.2 kcal/mol. For the highest occupied orbital energy (alpha / beta), the calculation gives -6.5 / -9.7 eV.

Last column: natural (NBO) charge in e.
Cartesian coordinates (Å):
O: 0.39645 -1.75790 -0.52361  -0.021
O: -0.62599 -2.47845 -0.48139  -0.041
C: 0.17924 1.07598 -0.97234  -0.608
C: -0.05286 0.18390 0.23436  -0.269
C: 0.74474 0.29260 1.34642  -0.397
C: -1.19552 -0.60307 0.24016  0.689
O: -2.21111 -1.19032 0.42563  -0.432
H: -0.60257 0.87921 -1.71771  0.219
H: 0.09866 2.13517 -0.68251  0.231
H: 1.15639 0.81503 -1.40651  0.222
H: 0.68046 -0.49068 2.10843  0.201
H: 1.43210 1.13853 1.42908  0.206

---

6.
Below is a cluster of 5 separate species, C2H15N2O4 in total, with properties calculated with wB97M-V/def2-TZVPD.

The total energy comes out at -13482.7067 eV. As for the frontier orbital gap (alpha / beta): 0.0955 / 0.3600 hartree. As for the spin multiplicity: 2. The calculation puts the energy relative to the best compared isomer or geometry (same formula, charge and spin) at 60.0 kcal/mol. For the highest occupied orbital energy (alpha / beta), the calculation gives -2.4 / -9.7 eV.

Last column: natural (NBO) charge in e.
Cartesian coordinates (Å):
C: 1.82994 -0.53005 -1.93276  -0.432
N: 1.20890 -0.41547 -0.61922  -0.619
C: -0.12267 0.03025 -0.52990  0.377
N: -0.80994 -0.24744 0.58654  -0.874
H: 1.49449 -1.48731 -2.29708  0.218
H: 2.93301 -0.50046 -1.89487  0.209
H: 1.60405 0.40779 -2.55360  0.199
H: 1.65585 -1.02364 0.10148  0.428
H: -0.64078 0.71710 -1.50961  0.271
H: -0.41300 -0.99955 1.31321  0.370
H: -1.63043 0.31645 0.80341  0.426
H: 2.04361 -2.67525 1.67689  0.366
H: 1.58227 -2.27921 2.98393  0.397
O: 1.66604 -1.85388 2.04249  -1.248
H: -2.38439 1.86840 2.96718  0.480
H: -2.66261 2.73130 1.85709  0.468
O: -2.12571 2.00579 2.07552  -0.985
H: -1.03948 -2.39888 -1.61567  0.466
H: -1.05580 -1.78868 -2.96641  0.472
O: -0.73485 -1.66233 -2.13038  -0.978
H: -0.17097 3.53761 -0.08117  0.468
H: -0.95904 2.64739 0.77279  0.481
O: -0.47963 2.58118 -0.05673  -0.963